{"formula": "C45H112AsF15N7O23S3", "method": "ωB97M-V/def2-TZVPD", "total_energy_ev": -240079.607, "mol_weight_g_mol": 1575.51, "homo_ev": -13.4, "charge": 3, "gap_ev": 8.1, "multiplicity": 1, "elements": ["C", "O", "C", "C", "N", "H", "H", "C", "C", "O", "C", "H", "H", "H", "H", "H", "H", "H", "H", "H", "H", "H", "H", "H", "H", "C", "O", "C", "C", "N", "H", "H", "C", "C", "O", "C", "H", "H", "H", "H", "H", "H", "H", "H", "H", "H", "H", "H", "H", "H", "C", "O", "C", "C", "N", "H", "H", "C", "C", "O", "C", "H", "H", "H", "H", "H", "H", "H", "H", "H", "H", "H", "H", "H", "H", "C", "O", "C", "C", "N", "H", "H", "C", "C", "O", "C", "H", "H", "H", "H", "H", "H", "H", "H", "H", "H", "H", "H", "H", "H", "C", "O", "C", "C", "N", "H", "H", "C", "C", "O", "C", "H", "H", "H", "H", "H", "H", "H", "H", "H", "H", "H", "H", "H", "H", "C", "O", "C", "C", "N", "H", "H", "C", "C", "O", "C", "H", "H", "H", "H", "H", "H", "H", "H", "H", "H", "H", "H", "H", "H", "C", "O", "C", "C", "N", "H", "H", "C", "C", "O", "C", "H", "H", "H", "H", "H", "H", "H", "H", "H", "H", "H", "H", "H", "H", "As", "F", "F", "F", "F", "F", "F", "C", "F", "F", "F", "S", "O", "O", "O", "C", "F", "F", "F", "S", "O", "O", "O", "C", "F", "F", "F", "S", "O", "O", "O"], "xyz": [[1.7570, -6.2111, 2.4874], [3.1626, -6.6192, 2.6381], [3.3176, -8.0117, 3.1457], [4.7790, -8.3523, 3.6230], [5.6860, -7.3034, 3.1181], [5.7281, -7.4591, 2.1211], [5.3002, -6.3780, 3.2400], [7.0619, -7.3141, 3.7056], [7.8978, -6.0881, 3.3029], [7.1135, -4.9447, 2.9078], [7.7757, -3.9975, 2.1837], [1.3157, -6.7031, 1.6206], [1.8378, -5.1241, 2.4758], [1.2070, -6.5279, 3.3735], [2.9835, -8.8733, 2.5676], [2.6503, -8.2163, 3.9829], [5.0900, -9.3710, 3.3917], [4.8549, -8.2702, 4.7072], [7.3971, -8.2592, 3.2785], [6.9178, -7.2916, 4.7858], [8.4893, -6.4017, 2.4427], [8.6293, -5.7828, 4.0511], [7.0908, -3.2279, 1.8276], [8.0001, -4.4448, 1.2154], [8.5700, -3.5303, 2.7659], [-2.6039, 7.1496, -3.4249], [-2.8944, 5.9539, -4.0579], [-4.0196, 5.2898, -3.4892], [-4.1672, 3.7826, -3.8888], [-3.9546, 2.8460, -2.7056], [-3.1022, 3.0889, -2.2213], [-4.4433, 2.9598, -1.8291], [-3.8316, 1.3690, -3.1259], [-5.1970, 0.6012, -2.9076], [-5.7852, 0.9814, -1.6311], [-6.9594, 0.2328, -1.3476], [-3.3256, 7.9272, -3.6752], [-1.6079, 7.4048, -3.7869], [-2.4477, 6.9665, -2.3618], [-4.8191, 5.8321, -3.9941], [-4.2077, 5.3551, -2.4175], [-3.3744, 3.5653, -4.6046], [-5.1390, 3.5847, -4.3412], [-3.0788, 0.8999, -2.4923], [-3.4361, 1.3080, -4.1397], [-5.0352, -0.4652, -3.0643], [-5.9719, 0.8753, -3.6235], [-7.2159, 0.3759, -0.2979], [-6.7791, -0.8247, -1.5405], [-7.9052, 0.5770, -1.7661], [3.5454, -3.4071, 5.5380], [3.7952, -2.4649, 4.5250], [5.0710, -2.4467, 3.9179], [4.7915, -1.6734, 2.6165], [4.4320, -0.2106, 2.9387], [3.7720, -0.3717, 3.6861], [5.2681, 0.2851, 3.2135], [3.7252, 0.5866, 1.8748], [2.6733, 1.6458, 2.4092], [3.2012, 2.2089, 3.6081], [2.1642, 2.8560, 4.3792], [4.4406, -3.4519, 6.1583], [3.3533, -4.3977, 5.1259], [2.7671, -3.1557, 6.2585], [5.1861, -3.4723, 3.5672], [5.9478, -2.0889, 4.4576], [3.9615, -2.0436, 2.0147], [5.6867, -1.5455, 2.0079], [3.1276, -0.1105, 1.2873], [4.5515, 0.9030, 1.2382], [1.8560, 0.9538, 2.6125], [2.4127, 2.3824, 1.6491], [1.5130, 3.5433, 3.8392], [2.5973, 3.4942, 5.1493], [1.5468, 2.1416, 4.9238], [-3.6149, -3.9547, -2.1446], [-3.9037, -4.7490, -3.2583], [-4.8972, -5.7658, -3.0621], [-4.3397, -7.0382, -2.4946], [-3.4158, -7.5177, -3.6673], [-3.9992, -8.1161, -4.2345], [-3.2404, -6.6191, -4.0938], [-2.1819, -8.3605, -3.4423], [-1.2960, -7.7326, -2.3231], [-0.5577, -6.5829, -2.8314], [0.5116, -6.2168, -2.0244], [-2.9629, -4.4939, -1.4574], [-4.5180, -3.6450, -1.6187], [-3.0767, -3.1059, -2.5666], [-5.3604, -6.1018, -3.9898], [-5.6880, -5.4697, -2.3729], [-5.2160, -7.6548, -2.2946], [-3.7829, -6.8389, -1.5790], [-1.8136, -8.2978, -4.4663], [-2.4950, -9.3539, -3.1212], [-0.6994, -8.6054, -2.0579], [-1.7668, -7.3417, -1.4210], [0.8524, -5.2083, -2.2590], [1.3049, -6.9615, -2.0876], [0.3101, -6.0712, -0.9632], [4.1968, 5.4743, 3.4925], [3.1973, 5.6972, 2.4514], [2.5311, 6.9232, 2.5348], [2.3814, 7.2598, 1.1073], [1.7070, 6.2206, 0.1041], [1.2762, 6.6633, -0.6950], [2.4551, 5.6902, -0.3191], [0.7396, 5.1792, 0.7684], [-0.5774, 5.7637, 1.2514], [-1.1352, 6.6278, 0.2169], [-2.4948, 6.8749, 0.4225], [4.8224, 4.6081, 3.2768], [3.7060, 5.0926, 4.3878], [4.6983, 6.4291, 3.6502], [3.1070, 7.6695, 3.0820], [1.5552, 6.7713, 2.9958], [3.3460, 7.1556, 0.6106], [1.9555, 8.2255, 0.8350], [1.2701, 4.6200, 1.5390], [0.6763, 4.3647, 0.0468], [-0.5338, 6.0909, 2.2902], [-1.3021, 4.9500, 1.2797], [-2.5401, 7.3629, 1.3962], [-3.1106, 5.9756, 0.4145], [-2.9117, 7.6874, -0.1725], [-6.0144, -1.6794, 2.3124], [-5.6961, -0.2686, 2.4182], [-4.3676, -0.0284, 1.9657], [-3.9625, 1.3722, 1.6360], [-4.5002, 2.2061, 2.7958], [-4.7276, 3.1547, 2.5339], [-5.3403, 1.7745, 3.1535], [-3.8503, 2.4215, 4.1614], [-2.5204, 3.1992, 3.9746], [-1.5674, 2.4162, 3.2670], [-0.9778, 1.4867, 4.0952], [-7.0629, -1.6843, 2.6101], [-5.4274, -2.0807, 3.1386], [-5.7270, -2.1358, 1.3652], [-4.1584, -0.6713, 1.1107], [-3.5853, -0.3550, 2.6509], [-4.4143, 1.8416, 0.7622], [-2.9063, 1.6380, 1.6796], [-3.8236, 1.4667, 4.6864], [-4.4436, 3.1850, 4.6645], [-2.1593, 3.4372, 4.9752], [-2.7038, 4.1277, 3.4340], [-1.6417, 0.6557, 4.3334], [-0.7008, 2.0246, 5.0019], [-0.0341, 1.0278, 3.8003], [-0.5607, 4.2499, -3.0500], [-1.1078, 3.1259, -3.7843], [-0.5872, 2.9353, -5.0658], [-0.1349, 1.4499, -5.2137], [1.0849, 1.4075, -4.2694], [1.7486, 2.1660, -4.3343], [0.7361, 1.3871, -3.3217], [2.0346, 0.2196, -4.3537], [1.3884, -1.0145, -3.7697], [0.1865, -1.3656, -4.4005], [-0.5673, -2.3574, -3.7279], [-0.6037, 5.0980, -3.7334], [0.4358, 3.9544, -2.7218], [-1.0509, 4.3773, -2.0847], [0.1419, 3.6769, -5.3922], [-1.4230, 2.9614, -5.7650], [0.0623, 1.2221, -6.2613], [-0.8881, 0.7788, -4.8008], [3.0299, 0.4769, -3.9914], [2.1411, -0.0932, -5.3924], [1.0977, -0.9516, -2.7211], [2.1078, -1.8256, -3.8826], [-1.3329, -2.7064, -4.4208], [-1.1166, -1.8500, -2.9348], [-0.0238, -3.2103, -3.3214], [4.5940, -2.5311, -1.5192], [4.9657, -1.1468, -0.3749], [4.6261, -1.2135, -2.7726], [4.2790, -3.8153, -2.7082], [4.7073, -3.7527, -0.2141], [2.8615, -2.3528, -1.3096], [6.3553, -2.6594, -1.6115], [-7.5273, 4.4386, -0.6542], [-7.8402, 3.1407, -0.8957], [-7.3214, 5.1125, -1.7914], [-8.5209, 5.1297, -0.0562], [-5.8563, 4.5784, 0.3857], [-5.6769, 6.0216, 0.4299], [-6.0907, 4.0531, 1.7709], [-4.8838, 3.8035, -0.3904], [5.0180, 2.8330, -2.7144], [5.6533, 3.1828, -1.6576], [5.8013, 2.6849, -3.7290], [4.3122, 1.7299, -2.4609], [3.7380, 4.2280, -3.0606], [2.9504, 4.6392, -1.8482], [4.5825, 5.3387, -3.6708], [2.7783, 3.5629, -4.0195], [-0.7586, -0.3759, 0.1839], [0.4535, -0.7672, 0.5018], [-1.2520, -1.3307, -0.7015], [-1.5775, -0.4561, 1.2825], [-0.6981, 1.3978, -0.5445], [0.0235, 2.2501, 0.3547], [0.0650, 1.2622, -1.7951], [-2.1129, 1.7015, -0.5782]], "forces_ev_per_angstrom": [[1.463, -0.604, 0.762], [-0.078, -2.524, 0.645], [-0.249, 0.039, 0.560], [-1.277, 1.226, 1.099], [0.505, -0.072, -0.517], [0.284, 0.464, -0.639], [-0.633, 0.496, -0.074], [-0.729, 0.403, 0.094], [0.450, 0.620, -1.694], [-1.935, -2.643, 2.319], [0.352, 0.969, -1.740], [0.073, 0.419, -0.185], [-0.427, -0.171, -0.477], [-0.082, 0.081, 0.097], [0.076, 0.677, -1.548], [0.050, 0.822, 0.588], [0.170, 0.310, -0.528], [-0.223, -0.032, 0.054], [1.050, 0.137, 0.800], [0.071, -0.592, -0.052], [0.167, 0.130, -0.264], [-0.213, -0.293, 0.410], [-0.340, 0.085, 0.608], [1.223, 0.091, -0.031], [0.412, -0.118, -0.411], [1.185, 0.263, 0.176], [-0.053, -2.402, 0.315], [-1.328, -0.142, -1.490], [0.556, 0.974, 0.676], [1.491, -1.306, -1.562], [1.524, 0.028, -0.674], [-2.372, 0.203, 0.271], [-1.259, -0.085, 1.200], [-0.306, 1.810, 0.025], [0.918, -0.745, -0.840], [-0.180, 0.092, 0.960], [-0.045, 0.140, 0.329], [-0.118, 0.486, -0.209], [-0.478, 0.364, 0.298], [-0.800, -0.287, 0.430], [0.659, 0.487, 0.291], [-0.085, -0.205, 0.112], [0.044, -0.072, 0.289], [-0.112, 0.319, 0.179], [-0.451, 0.192, -0.054], [0.164, -0.231, 0.546], [0.258, 0.166, -0.572], [0.647, -0.167, 0.320], [-0.218, -0.109, -0.068], [0.324, 0.149, -1.126], [1.377, -0.422, 0.774], [-0.917, 1.502, 0.694], [-1.822, -0.859, -2.108], [1.249, 1.464, -0.295], [-1.318, -1.065, -0.092], [-0.018, 0.679, 1.034], [-0.047, 0.215, 0.622], [-0.044, 0.352, -0.911], [2.037, -1.761, 0.553], [-1.173, 0.616, -0.010], [0.386, 0.154, 0.611], [0.168, -0.372, 0.168], [-0.080, -0.116, -0.161], [-0.329, 0.515, -0.667], [0.994, -0.132, 0.010], [-0.267, 0.083, 0.515], [0.261, -0.296, 0.204], [-0.161, -0.609, -0.249], [0.282, -0.112, -0.132], [-0.404, 0.541, -0.160], [-0.728, 0.603, 0.275], [-0.001, -0.120, -0.042], [0.043, -0.269, -0.701], [0.521, -0.285, -0.087], [0.050, -0.264, -0.252], [0.442, 0.153, 0.200], [-1.392, -1.693, -1.239], [0.001, 0.566, 0.782], [0.691, 0.337, -0.395], [-1.609, -0.908, 2.452], [-0.426, 0.341, -0.690], [0.809, 0.226, -0.751], [-0.401, 2.223, 1.167], [0.957, 0.532, -1.599], [-1.600, -1.435, -0.292], [1.094, 0.461, 0.832], [0.137, 0.087, 0.249], [-0.086, 0.156, -0.034], [-0.062, 0.097, 0.416], [-0.058, 0.921, -0.437], [-0.142, 0.493, -0.136], [0.547, -0.721, -0.177], [0.203, -0.396, -0.268], [1.127, -0.665, 0.433], [-0.049, 0.070, -0.306], [0.809, 0.356, 0.301], [-0.672, -0.631, -0.027], [0.194, -0.275, -0.790], [0.291, 0.187, -0.150], [-0.787, -0.482, 0.388], [-1.312, -0.213, -0.189], [1.627, -1.496, 1.166], [-0.731, -1.211, -0.220], [0.116, 0.535, -3.845], [-1.043, -0.810, 3.438], [-0.583, 0.473, 0.043], [0.577, -0.719, -0.375], [0.862, 0.183, -1.140], [-0.959, -0.710, -1.877], [2.010, -0.403, 0.353], [-0.510, 1.035, 1.604], [0.287, 0.537, -0.872], [-0.230, 0.734, 0.369], [0.440, -0.399, 0.225], [-0.100, 0.268, -0.187], [-0.093, 0.253, 0.428], [0.463, 0.948, 0.662], [-0.100, -0.040, 0.421], [0.200, 0.809, 0.412], [-0.681, 0.475, -0.492], [0.017, 1.136, -0.172], [0.201, -0.641, 0.241], [-0.558, -0.331, 0.588], [-0.030, 0.010, -0.208], [0.386, -0.501, -0.837], [0.342, 1.546, 1.863], [0.835, 0.718, -1.189], [1.136, -1.444, -0.631], [-0.939, 2.040, 1.347], [0.000, -0.120, 2.320], [-0.894, 0.476, -1.077], [-1.082, -0.004, -0.928], [1.488, 0.975, -1.303], [-0.351, -1.638, 0.147], [0.019, 1.042, -1.031], [0.471, -0.570, 1.590], [0.025, -0.588, -0.549], [-0.076, -0.919, -0.154], [-0.347, 0.203, -0.114], [-0.119, 0.144, -0.446], [-0.323, -0.456, 0.908], [-0.078, -0.321, -0.038], [-0.039, -0.951, -0.516], [0.270, 0.288, 0.125], [-0.679, -0.558, 0.156], [0.194, 0.207, 0.092], [0.010, -0.106, -0.180], [-0.221, -0.093, 0.185], [-0.080, -0.328, 0.592], [-0.215, 0.364, -1.077], [0.697, -1.146, -0.468], [-0.349, 0.409, 1.159], [-1.104, -1.554, -1.050], [1.212, 2.170, 1.515], [0.641, -2.583, -1.529], [0.013, 1.607, -0.248], [-0.443, 0.368, 0.620], [-1.605, -0.871, -1.039], [0.406, -0.756, 1.608], [-0.399, -0.256, -1.465], [-0.639, 0.918, -0.164], [0.193, 0.284, 0.655], [0.495, 0.449, -0.464], [-0.864, 0.166, -0.348], [0.277, -0.144, 0.265], [-0.237, 0.565, -0.318], [0.531, -0.174, 0.277], [0.214, 0.085, -0.096], [-0.376, -0.096, 0.446], [0.123, 0.697, -0.363], [0.740, 0.433, 0.413], [0.194, -0.118, 0.169], [0.215, -0.166, -0.219], [0.084, -0.186, 0.449], [0.399, 0.094, -0.133], [1.921, 1.252, -0.955], [-1.022, -1.318, -0.086], [-0.449, -1.825, 1.018], [0.385, 1.206, 1.003], [-0.617, 0.944, -0.423], [0.753, 0.021, 0.347], [-1.180, -0.289, -0.398], [0.768, 0.935, 1.086], [-0.111, 1.320, 0.133], [0.326, -0.924, -0.270], [0.626, -1.479, 0.041], [-1.701, 1.491, 1.797], [0.268, -1.204, -0.707], [0.210, -0.054, -2.266], [-0.177, 0.137, 0.298], [-3.273, 1.539, -0.433], [1.677, 0.253, 1.943], [0.608, -0.414, -0.738], [0.191, -0.638, -0.053], [-0.529, 2.831, -2.831], [1.607, -0.861, -0.701], [-2.321, -3.316, 2.023], [1.622, 0.596, 1.164], [-0.992, -0.280, -0.726], [0.453, -0.169, 0.497], [0.350, 1.412, 0.854], [1.005, 0.219, -0.835], [0.760, 0.071, -0.961], [0.350, -0.323, 1.276], [-1.619, -0.809, 1.246], [-0.114, -0.232, -0.866]], "lowdin_charge": [-0.041, -0.215, -0.142, -0.077, 0.031, 0.189, 0.148, -0.055, -0.143, -0.220, -0.106, 0.082, 0.093, 0.086, 0.121, 0.117, 0.146, 0.133, 0.148, 0.140, 0.129, 0.140, 0.075, 0.112, 0.111, -0.104, -0.200, -0.160, -0.036, 0.070, 0.113, 0.076, -0.049, -0.145, -0.204, -0.102, 0.106, 0.097, 0.068, 0.132, 0.114, 0.109, 0.136, 0.097, 0.123, 0.111, 0.124, 0.086, 0.083, 0.091, -0.081, -0.206, -0.172, -0.072, 0.076, 0.148, 0.179, -0.063, -0.149, -0.180, -0.082, 0.094, 0.080, 0.098, 0.111, 0.145, 0.131, 0.116, 0.114, 0.134, 0.103, 0.125, 0.090, 0.084, 0.073, -0.079, -0.175, -0.204, -0.061, 0.075, 0.171, 0.148, -0.039, -0.157, -0.181, -0.119, 0.091, 0.094, 0.081, 0.141, 0.139, 0.144, 0.118, 0.150, 0.142, 0.128, 0.115, 0.087, 0.101, 0.076, -0.032, -0.217, -0.219, -0.042, 0.118, 0.160, 0.085, -0.075, -0.164, -0.189, -0.114, 0.091, 0.063, 0.098, 0.141, 0.120, 0.139, 0.139, 0.104, 0.092, 0.121, 0.112, 0.096, 0.067, 0.099, -0.052, -0.185, -0.229, -0.069, 0.063, 0.087, 0.142, -0.049, -0.164, -0.190, -0.130, 0.103, 0.091, 0.082, 0.117, 0.115, 0.103, 0.099, 0.133, 0.144, 0.126, 0.133, 0.091, 0.086, 0.072, -0.037, -0.227, -0.200, -0.027, 0.082, 0.080, 0.071, -0.050, -0.227, -0.186, -0.085, 0.096, 0.068, 0.087, 0.141, 0.116, 0.138, 0.113, 0.117, 0.140, 0.103, 0.123, 0.091, 0.059, 0.086, 0.890, -0.314, -0.283, -0.273, -0.309, -0.273, -0.275, -0.573, 0.113, 0.121, 0.134, 0.577, -0.302, -0.346, -0.359, -0.739, 0.182, 0.209, 0.116, 0.657, -0.387, -0.341, -0.389, -0.556, 0.140, 0.064, 0.090, 0.520, -0.289, -0.299, -0.304]}